54
Properties=species:S:1:pos:R:3:forces:R:3:mulliken_spin:R:1 method="wB97M-V/def2-TZVPD" s_squared=6.01 e_homo_ev="-8.39 / -13.51" spin_multiplicity=5 lumo_ev="-2.5157 / -7.7619" total_charge=+1 total_energy_ha=-2648.10866
Ti 0.74652 0.13720 -0.57028 0.0 -0.3 0.4 1.896
F 2.33071 2.18373 -3.36279 -0.1 -0.3 0.7 0.001
F 2.52696 0.53530 -1.79355 -0.6 -3.0 0.4 0.009
F 1.13770 2.23184 -1.42126 -1.6 -0.6 1.2 0.015
F 3.38179 2.50563 -1.32545 0.2 0.4 0.2 0.001
O -3.21988 2.27109 -1.14519 0.0 0.5 -0.5 0.298
O -0.16564 0.64308 1.68976 -0.1 0.5 -0.3 -0.015
O -1.66259 0.51247 -1.15470 1.9 -3.0 1.8 0.801
O -1.77721 2.19920 -2.77823 0.9 0.9 -1.4 0.126
O 0.14331 -1.78840 -1.85715 -1.6 -2.6 -1.0 0.018
O -1.61049 0.70326 3.39541 -0.5 2.8 -0.9 0.002
O 3.20650 0.20455 2.63033 -1.0 0.5 -0.3 0.000
O -1.09083 -3.63282 -1.15620 1.0 1.2 0.1 0.002
O 3.12725 -1.84978 2.91171 1.0 0.8 0.2 0.000
O -1.02507 2.65684 2.45577 -0.9 -3.0 1.2 0.003
O -0.82322 -3.41125 -3.24161 -0.2 -0.5 0.8 0.002
O 2.33857 -1.04518 0.89881 -0.3 0.2 1.3 0.018
C -0.14271 3.55704 1.80489 0.4 0.5 -0.3 -0.006
C -0.95245 -3.30941 0.26276 -0.2 -0.4 -0.4 -0.003
C 2.91360 1.49015 2.06225 0.6 0.9 -0.5 0.027
C -1.81680 -0.67617 3.28874 1.4 -1.6 1.2 0.000
C -2.15946 1.57560 -1.66223 -1.6 3.2 -1.5 0.704
C 2.80281 -0.92404 2.04855 0.8 1.4 -0.7 0.003
C -3.80879 1.87363 0.03005 0.2 -0.7 1.2 0.024
C -0.92710 1.52583 -3.69427 0.1 -1.6 0.2 -0.004
C 2.93832 -3.18530 2.59500 -2.3 -1.3 -0.9 0.000
C -0.86260 1.28852 2.47846 0.0 1.4 -1.1 0.005
C -0.50698 -2.86642 -2.11449 0.3 2.0 3.2 0.006
C -0.65072 -2.71573 -4.42132 1.0 1.6 -2.4 -0.001
B 2.37414 1.87752 -2.00733 1.7 2.7 -1.8 -0.002
H -0.62244 4.53560 1.78551 -0.3 -0.2 0.4 0.000
H 0.01292 3.33139 0.74991 0.4 -0.5 0.1 0.011
H 3.23111 -3.85929 3.40005 0.4 0.5 -0.1 0.000
H -1.42752 0.60731 -4.00089 -0.2 -0.2 -0.3 0.007
H -0.87484 -3.31616 -5.30298 0.0 -0.5 0.6 0.000
H -1.88670 -1.08977 2.28268 -0.3 0.5 0.0 0.000
H -0.85754 -2.25046 0.50295 0.0 0.1 -0.5 0.013
H -0.01256 1.19583 -3.20149 0.2 0.3 -0.2 0.013
H -3.72891 0.78937 0.10812 -0.6 -0.3 0.1 0.008
H 1.85192 -3.21330 2.51111 -0.3 -1.0 0.0 0.000
H 3.28949 -3.48738 1.60832 0.6 0.2 0.2 0.001
H 0.74695 3.64555 2.42838 0.2 0.0 -0.5 0.000
H 1.86558 1.78476 2.00768 0.0 -0.8 -0.1 -0.012
H -4.80938 2.29786 0.11347 0.1 -0.2 -0.3 0.008
H -0.90786 -1.04847 3.76130 0.0 -0.9 -0.2 0.000
H -1.87343 -3.68538 0.70832 0.1 0.0 -0.1 0.001
H -2.61370 -0.98035 3.96735 -0.3 0.4 -0.4 0.000
H -0.66486 2.07652 -4.59763 -0.4 0.6 0.6 -0.002
H 3.34804 2.26925 2.68864 0.3 -0.5 0.4 0.001
H -0.11050 -3.83868 0.70898 0.1 0.0 -0.3 0.000
H -1.28507 -1.83691 -4.53699 -0.2 0.0 0.6 0.001
H -3.23326 2.24634 0.87737 0.1 0.3 0.2 0.017
H 0.37849 -2.37148 -4.52301 0.1 0.0 0.1 0.000
H 3.41846 1.62988 1.10638 -0.2 -0.3 -0.2 0.001



41
Properties=species:S:1:pos:R:3:forces:R:3:lowdin_charge:R:1 method="wB97M-V/def2-TZVPD" e_homo_ev=-13.65 spin_multiplicity=1 lumo_ev=-11.8840 total_charge=+2 total_energy_ha=-9838.34222
Br -2.26873 -0.47487 1.86341 -0.3 0.9 0.4 0.870
Br -0.62767 -3.51044 -2.99191 0.1 0.3 0.3 0.380
Br -3.07824 -0.53149 -3.01584 1.4 -0.2 2.6 0.724
S -0.43966 -1.25479 -1.23555 -0.4 1.0 0.1 0.842
Al 2.67233 -1.56762 1.24944 1.4 -0.4 -0.2 1.145
Al 2.97232 -5.32975 -0.84245 -1.5 -1.1 -0.8 0.136
F 3.04353 -3.77267 -1.74458 -0.1 -1.5 1.7 -0.247
F 5.67233 -7.57065 0.35611 -0.9 1.1 -0.7 0.021
F -0.62767 4.01396 1.20996 1.1 2.0 4.4 -0.404
F 1.83814 -6.45432 -1.67459 1.8 2.0 1.4 -0.229
F 4.61475 -6.06654 -0.78609 -0.2 -0.2 0.6 -0.071
F -2.72767 2.81946 0.57657 -0.7 -0.1 0.2 -0.411
F 2.39293 -5.02561 0.83544 0.7 0.6 -1.9 -0.251
F -2.12767 -3.43603 1.46379 1.4 1.3 1.4 -0.493
O 1.22007 5.36408 0.34758 0.1 0.1 0.9 -0.204
N 0.59537 0.19447 -1.11214 -0.9 -2.7 0.8 -0.239
C -2.24530 -0.68727 -1.15439 -2.7 0.9 3.0 -0.747
C -4.61549 0.19917 0.00001 0.1 -0.9 1.9 -0.074
C 2.38076 5.60888 -0.42513 0.5 0.4 -0.2 -0.128
C 0.61263 0.80205 0.24619 0.7 3.3 0.5 -0.360
C -0.45661 2.07092 0.22799 -0.3 -2.2 -0.5 -0.152
C -0.02324 -2.45893 0.19403 1.8 -1.1 -1.3 -0.342
C -3.04150 -0.34266 0.03028 0.6 -0.8 -5.3 -0.515
Be -0.92767 -1.89304 3.15157 -2.1 -1.3 -2.3 0.732
Be 0.87233 4.09185 2.92112 -2.3 0.7 -3.2 1.016
H 0.81942 -2.05160 0.89593 -2.3 -0.4 -1.3 -0.204
H 0.28342 0.85432 -1.86033 0.2 -0.6 0.8 0.123
H -0.97667 -2.86029 0.73929 -0.2 0.2 -0.1 -0.033
H -5.22767 -0.52899 0.71966 1.4 1.5 -1.5 0.122
H -4.63364 1.25850 0.49727 0.3 -1.8 -1.3 0.102
H 2.88117 4.65866 -0.62542 -0.1 0.1 0.1 0.082
H -5.12604 0.12656 -1.04441 1.6 0.2 1.8 0.090
H 0.44882 -3.40401 -0.36282 -0.9 2.1 0.9 0.065
H 2.09763 6.07572 -1.37184 0.2 0.0 0.0 0.097
H -1.12429 2.14390 1.18614 1.6 -0.5 -2.2 0.038
H 0.05239 3.11385 0.04196 -0.6 -2.2 0.0 0.091
H 3.05684 6.26460 0.12892 0.2 0.0 -0.3 0.089
H 0.50438 0.08999 1.16111 -0.2 0.9 -2.0 0.009
H 1.68087 1.32278 0.37670 -1.9 -1.4 -0.4 0.119
H -1.21458 1.92308 -0.68225 1.5 0.3 2.0 0.109
H 0.79755 6.22479 0.50929 -0.1 -0.4 -0.1 0.101



19
Properties=species:S:1:pos:R:3:forces:R:3:lowdin_charge:R:1 method="wB97M-V/def2-TZVPD" e_homo_ev=-14.09 smiles=CC[NH2+][C@@H](C)P spin_multiplicity=1 lumo_ev=-3.2260 de_lowest_kj_mol=131.0 total_charge=+1 total_energy_ha=-556.02480
P 2.48518 -0.68628 0.03115 -0.5 -0.2 0.0 0.884
N -0.12330 -0.33912 0.83639 0.1 -0.2 0.4 -0.018
C -1.85726 -1.25607 -0.72178 0.1 0.1 0.0 -0.068
C 0.87876 1.71519 -0.13138 -0.1 0.0 0.0 -0.110
C -1.57428 -0.33994 0.45518 -0.6 0.0 -0.2 -0.177
C 0.83907 0.20895 -0.17752 -1.3 -1.5 -3.6 -0.627
H 2.92732 0.14998 1.06133 0.1 0.2 0.4 -0.093
H 0.30258 -0.22796 -1.29254 2.0 1.5 3.3 0.187
H 1.48375 2.09622 -0.95133 0.0 0.0 0.0 0.091
H -1.38096 -2.22556 -0.58810 0.0 -0.1 0.0 0.093
H -1.87511 0.68424 0.23198 0.1 0.0 0.1 0.129
H 1.33314 2.05183 0.80139 0.0 0.0 0.1 0.085
H -2.92917 -1.41897 -0.79714 -0.1 0.0 0.1 0.097
H -1.53709 -0.83120 -1.66830 0.0 0.0 -0.1 0.071
H -0.01393 0.18925 1.71083 0.0 -0.2 -0.1 0.181
H -0.10832 2.16080 -0.21838 -0.2 0.1 0.0 0.078
H 0.14837 -1.31398 1.02892 -0.1 0.2 0.1 0.146
H -2.13408 -0.68338 1.32861 0.2 0.1 0.0 0.137
H 3.13532 0.06600 -0.93930 0.2 0.2 -0.4 -0.085



12
Properties=species:S:1:pos:R:3:forces:R:3:mulliken_spin:R:1 method="wB97M-V/def2-TZVPD" s_squared=0.75 e_homo_ev="-8.23 / -8.75" spin_multiplicity=2 lumo_ev="0.5339 / -1.7323" de_lowest_kj_mol=88.0 total_energy_ha=-510.64788
Cd 1.81269 -1.11185 1.98487 1.0 -0.7 0.1 0.900
O 2.02814 0.06670 0.06249 0.3 0.6 -0.5 0.042
O 0.48131 0.52424 1.53921 -1.7 1.2 1.4 -0.013
O 0.08128 1.24595 -0.65534 0.4 0.9 0.0 0.000
C 0.78148 0.36153 0.15095 -1.3 -3.9 -1.1 0.055
C -0.34168 -0.89371 -0.43252 0.0 1.0 -0.1 0.010
C -1.04208 0.36629 -0.93406 0.7 -0.1 -0.5 0.001
H 0.27701 1.42645 1.80308 0.0 0.3 -0.2 0.008
H 0.13652 -1.48196 -1.22545 0.1 0.4 0.1 -0.007
H -1.91160 0.65946 -0.32991 0.2 -0.1 -0.3 0.000
H -1.23041 0.39073 -2.01597 -0.3 0.2 0.4 0.001
H -1.07264 -1.55383 0.05263 0.6 0.1 0.7 0.002



20
Properties=species:S:1:pos:R:3:forces:R:3:lowdin_charge:R:1 method="wB97M-V/def2-TZVPD" e_homo_ev=-12.54 spin_multiplicity=1 lumo_ev=-5.5316 de_lowest_kj_mol=322.3 total_charge=+1 total_energy_ha=-548.74104
O 3.13565 1.99033 -0.08424 -0.2 0.5 0.3 0.154
N -0.76461 1.35527 -0.07286 2.7 -0.3 0.1 0.092
N 2.57725 -1.12805 0.16212 1.7 0.5 -0.8 0.189
N -0.24473 -0.70947 0.23416 -1.1 1.7 -0.1 -0.081
C 3.29030 -0.29901 -0.23406 -2.6 -1.7 1.6 0.163
C -1.94545 0.66156 -0.01190 -2.1 1.3 0.3 -0.303
C 0.37402 -1.87999 0.42802 -0.9 -0.9 -0.9 -0.025
C -3.32359 1.22403 -0.26403 -0.7 -0.5 0.9 -0.008
C 3.82940 1.07357 -0.32538 3.5 -0.2 -2.0 -0.219
C 1.69769 -2.12044 0.42670 -0.4 -1.6 0.5 -0.061
C 0.33799 0.53709 0.03042 -0.5 0.8 0.4 0.033
C -1.65682 -0.59461 0.25513 2.4 0.7 -0.5 -0.006
H -2.17199 -1.45300 0.17256 -2.2 -2.5 0.1 0.100
H 1.93903 -3.18572 0.64082 0.8 1.3 -0.4 0.152
H -4.04047 0.77922 0.50641 1.0 1.0 -0.8 0.110
H -3.68167 0.74037 -1.19217 0.1 0.9 0.1 0.092
H -0.59018 2.37006 -0.06294 -0.6 -0.9 -0.3 0.170
H -3.36069 2.35221 -0.23977 -0.1 -1.4 -0.3 0.102
H -0.33621 -2.75123 0.40327 1.0 0.8 0.6 0.169
H 4.93506 1.03780 -0.77226 -2.1 0.7 1.1 0.177



31
Properties=species:S:1:pos:R:3:forces:R:3:mulliken_spin:R:1 method="wB97M-V/def2-TZVPD" s_squared=0.75 e_homo_ev="-2.39 / -9.82" spin_multiplicity=2 lumo_ev="0.3703 / 0.2084" de_lowest_kj_mol=49.0 total_energy_ha=-612.42344
O 1.92128 -1.98764 0.85608 -5.4 2.9 1.8 -0.162
O -1.93994 1.64447 0.94927 -2.7 -0.1 -1.0 0.108
O -1.53586 -0.28230 2.62858 1.0 -0.3 -2.5 0.286
O 0.59706 2.83273 0.46542 2.6 -1.1 0.0 -0.071
O 1.48062 0.46961 2.01328 -0.5 -7.7 -3.5 -0.740
N 0.96645 0.43715 -0.74430 1.2 -0.2 -0.5 0.901
N 0.06998 -1.59788 -2.17025 -1.3 0.5 0.3 0.055
C -0.96850 -2.31432 -1.40376 0.4 0.1 1.8 0.214
C -0.25031 0.64580 -1.54921 -2.6 2.8 1.5 0.004
C -0.43434 -0.30135 -2.70197 1.0 -1.1 -0.8 -0.045
H -2.83706 1.57058 0.48164 1.9 0.4 0.8 -0.012
H 1.32149 1.26901 2.25207 -1.0 8.3 3.0 0.100
H 1.59544 -2.11256 1.81066 1.0 -0.1 -1.5 0.229
H -1.79961 -2.68788 -1.99657 -0.1 -0.2 -0.1 -0.019
H -1.08552 0.58443 -0.80709 0.7 -0.4 -0.7 0.129
H -0.30391 2.80753 0.61891 -3.4 -0.5 0.8 0.012
H 1.77409 0.60994 -1.35959 0.0 -0.3 0.5 -0.190
H -1.49390 -0.42056 -3.08161 0.9 0.6 0.6 0.001
H -2.21623 -0.13682 3.24060 -0.6 -0.3 2.3 -0.102
H 2.66250 -2.42839 0.64875 4.3 -2.8 -0.5 0.029
H -1.38040 -1.82490 -0.48169 0.2 0.9 -1.2 0.005
H 0.32638 -2.19801 -2.91925 0.3 -0.4 -0.7 -0.027
H -2.06528 1.00340 1.69047 1.0 0.1 -0.4 0.014
H -0.49117 -3.07051 -0.78206 0.3 -0.8 -0.8 -0.056
H 1.05153 -0.51211 -0.35902 0.1 -0.4 -0.3 -0.084
H 2.30309 0.10958 2.28468 1.4 -0.2 0.7 0.370
H 0.20826 0.02031 -3.58043 -0.7 -0.5 0.9 -0.028
H -0.32954 1.75858 -1.79788 0.5 -1.5 -0.1 -0.028
H -0.62994 -0.53490 2.89095 -0.5 0.2 0.7 0.129
H 0.75974 3.69843 0.17276 0.7 1.9 -0.6 0.020
H 1.10865 1.02426 0.10409 -0.6 0.2 -0.5 -0.042